Below is a 2-piece molecular cluster, C4H10O3 overall, with properties calculated with ωB97M-V/def2-TZVPD.

## Properties
structure (SMILES) = C[C@@H](O)CC=O.O
total charge = 0
gap between HOMO and LUMO = 9.812 eV
multiplicity = 1
HOMO energy = -9.4 eV

Element x y z (Å)
O  -0.34057  1.97940  -2.87792
C  -0.93831  -0.89122  0.59776
O  1.37112  -0.19968  3.22814
H  1.32674  0.85018  -2.62630
H  -0.81208  1.14966  -0.21654
H  1.25555  0.68299  3.55072
O  1.08975  0.44913  -0.08582
C  -0.29716  0.19019  -0.26069
C  0.23442  0.98975  -2.51982
H  -1.44593  -0.28873  -2.21072
H  0.03286  -1.09186  -1.99922
H  -0.23782  -1.72079  0.71484
H  0.94775  -0.62887  3.95336
C  -0.46252  -0.14178  -1.76019
H  1.36500  0.47464  0.82644
H  -1.25612  -0.51586  1.56746
H  -1.83268  -1.28716  0.11848

Below is a 8-piece molecular cluster, C5H26NO8 overall, with properties calculated with ωB97M-V/def2-TZVPD.

## Properties
total charge = +1
gap between HOMO and LUMO = 10.576 eV
multiplicity = 1
HOMO energy = -13.1 eV

Element x y z (Å)
H  -0.57906  3.14508  -3.13970
O  1.11667  2.06201  -1.01986
O  -3.35853  0.85204  -1.81076
H  2.31126  0.19657  3.68816
H  2.49512  0.80005  -0.41912
H  -2.21547  -1.16845  1.19313
H  -1.60963  -2.42389  -1.26361
H  1.78435  0.16421  -1.98324
H  -3.87544  0.23509  -2.32820
H  0.84293  1.50871  2.16192
O  0.08857  1.09004  2.64552
H  1.28923  -0.90556  0.84738
H  -0.09315  -0.73181  1.45695
H  3.65045  -0.12047  -0.25723
N  0.37071  -1.05016  0.54692
O  -2.27734  0.28454  0.50443
H  2.88106  -1.01836  2.89106
H  0.63013  -0.95758  -2.51246
H  0.53204  1.03359  3.52670
H  -1.09823  -0.47080  -2.43567
H  -0.00024  -3.05090  -2.06414
H  -0.58205  0.72737  -0.24946
H  -0.60098  2.66257  -1.68947
H  -0.54190  -3.10990  0.64143
C  1.50001  0.70531  -1.07775
O  -0.85520  2.40138  -2.57516
C  0.12116  -0.00792  -0.75638
H  -2.91333  0.78006  1.11599
C  0.09617  -2.47118  0.05200
H  1.80636  2.62734  -1.49323
C  -0.43848  -2.33131  -1.37052
O  2.43974  -0.09199  2.84055
O  3.60371  -0.02912  0.75498
H  -2.60110  1.09747  -2.43989
H  -2.70057  0.35576  -0.36475
H  4.30910  0.39076  1.09007
O  -2.02958  -1.63128  2.09674
C  -0.25381  -0.84647  -1.86681
H  -2.72969  -1.33272  2.73671
H  1.03921  -2.87442  0.08738

Below is C13H30HoN4O7 as an isolated structure, with properties calculated with ωB97M-V/def2-TZVPD.

## Properties
total charge = +1
gap between HOMO and LUMO (alpha / beta) = 3.893 / 3.812 eV
expectation value of S² = 6.4695
multiplicity = 5
HOMO energy (alpha / beta) = -11.1 / -11.1 eV

Element x y z (Å)
H  3.39631  -1.56369  -1.38566
O  1.69918  1.80012  -1.29874
H  -0.75459  0.45931  -5.49326
C  -1.49006  0.73831  -4.72184
H  -1.17713  -3.67179  -1.12363
H  -1.62889  1.85488  -0.87379
C  2.00621  0.61507  3.63110
C  -2.24982  1.64426  -0.00200
H  1.30373  0.74525  4.46781
H  -3.96255  0.83577  -1.04166
H  -2.01282  2.37225  0.78282
N  0.64243  1.12855  -1.68559
H  -1.80277  1.77489  -4.91414
C  1.39943  -0.18159  2.52470
C  1.21179  -2.21197  4.05746
C  -3.72107  1.64342  -0.33972
C  4.43530  -1.67006  -0.92800
C  1.01921  -1.55307  2.72918
C  0.92631  2.40285  -3.79873
H  -1.21119  1.38043  2.84442
H  -2.35419  0.07347  -4.80039
Ho  -0.07664  -1.01067  -0.48846
H  1.57866  1.70302  0.06296
C  -2.22478  0.96566  2.82158
H  2.88825  0.09620  4.02943
H  -3.42687  -0.30915  1.53792
H  2.27975  -2.20062  4.32301
O  1.86575  -1.67048  -1.39192
O  0.32711  -3.44621  1.57424
H  -1.83988  -1.00368  1.99200
H  0.74142  2.21859  -4.86086
H  4.68628  -2.72512  -0.79510
H  0.67707  -1.65136  4.84208
N  1.13274  0.28647  1.28736
N  0.48334  -2.09659  1.63080
H  -3.97140  2.59785  -0.81617
H  -4.33548  1.54128  0.56363
O  1.42177  1.59620  1.13326
H  2.00428  2.36942  -3.60610
C  0.23250  1.39166  -2.95289
H  5.20552  -1.18965  -1.54384
O  -0.84963  -2.99923  -0.51058
H  -0.24277  -3.50042  0.64096
H  4.37036  -1.21309  0.06865
N  -1.26588  -0.31010  -2.45057
H  2.30561  1.60053  3.26912
H  0.84632  -3.24339  4.03973
H  -2.42680  0.49663  3.78845
C  -2.37167  -0.07789  1.73729
H  -2.95049  1.77354  2.68281
O  -2.42000  -0.84503  -2.51377
H  0.57491  3.42008  -3.57202
C  -0.87307  0.61182  -3.37752
O  -1.78846  0.34028  0.46548
H  1.76735  -2.13318  -2.24133

Below is a 2-piece molecular cluster, CH3N2P overall, with properties calculated with ωB97M-V/def2-TZVPD.

## Properties
total charge = 0
gap between HOMO and LUMO = 9.945 eV
multiplicity = 1
HOMO energy = -10.1 eV

Element x y z (Å)
H  0.00886  -1.23872  1.74386
N  1.02618  0.34379  -0.48906
H  1.60656  0.51015  -1.27120
N  -2.28391  0.60225  0.00300
P  0.09266  -1.06843  -0.17816
C  -1.46715  -0.19463  -0.02292
H  1.01680  1.04557  0.21449